C14H13N6SScSe2Te2 | the ωB97M-V functional and the def2-TZVPD basis

Values from the calculation:
- Energy above the lowest of the compared OMol25 structures with the same formula, charge and spin: 9.7 kcal per mole
- HOMO-LUMO gap: 5.40 eV
- LUMO energy: -1.41 eV
- Energy: -7367.76916 Ha

CARTESIAN COORDINATES (ANGSTROEM)
C  5.952  9.432  6.392
H  6.924  9.984  10.929
N  6.511  4.689  12.687
H  12.877  6.047  13.036
N  7.327  6.937  10.132
C  5.884  9.303  7.763
Se  10.882  6.637  7.410
C  11.865  8.433  12.400
H  5.216  9.401  10.716
N  6.866  6.435  11.341
H  5.257  10.128  5.898
C  10.648  7.101  10.761
H  10.233  8.032  10.359
Te  10.597  4.278  6.671
H  12.358  3.819  11.815
C  12.136  5.940  12.261
C  11.849  4.750  11.559
C  6.912  8.664  5.652
N  12.115  9.528  12.723
N  7.651  7.629  7.671
C  11.593  7.143  11.817
H  5.870  5.283  13.197
C  7.020  5.131  11.523
H  10.483  3.909  10.075
C  7.749  7.787  6.345
C  6.266  9.074  10.865
Se  6.901  4.241  7.186
C  6.799  8.135  9.797
C  6.767  8.380  8.408
C  10.890  4.825  10.554
H  6.569  3.706  12.911
N  10.210  5.971  10.226
S  7.624  3.924  10.359
H  5.039  9.736  8.316
Sc  8.592  5.850  8.770
H  6.245  8.496  11.788
H  6.992  8.658  4.503
Te  8.134  4.540  5.056
H  8.394  7.150  5.793

Need the Löwdin charges? In units of e they are: atom 1 (C): -0.044, atom 2 (H): 0.109, atom 3 (N): 0.068, atom 4 (H): 0.122, atom 5 (N): -0.065, atom 6 (C): 0.003, atom 7 (Se): -0.093, atom 8 (C): -0.163, atom 9 (H): 0.088, atom 10 (N): -0.018, atom 11 (H): 0.115, atom 12 (C): -0.103, atom 13 (H): 0.133, atom 14 (Te): 0.241, atom 15 (H): 0.121, atom 16 (C): 0.013, atom 17 (C): -0.004, atom 18 (C): -0.017, atom 19 (N): 0.166, atom 20 (N): -0.011, atom 21 (C): -0.184, atom 22 (H): 0.105, atom 23 (C): -0.814, atom 24 (H): 0.081, atom 25 (C): -0.222, atom 26 (C): -0.013, atom 27 (Se): -0.250, atom 28 (C): -0.230, atom 29 (C): -0.206, atom 30 (C): -0.141, atom 31 (H): 0.088, atom 32 (N): -0.144, atom 33 (S): 0.527, atom 34 (H): 0.119, atom 35 (Sc): 0.230, atom 36 (H): 0.056, atom 37 (H): 0.141, atom 38 (Te): 0.238, atom 39 (H): -0.039